No. 1
Computed, not measured: a molecular structure, C28H27BrN4S2Ti, with ωB97M-V/def2-TZVPD.

Each line ends with the Mulliken charge.
Cartesian coordinates (Å):
Br1 -6.87 3.81 0.14  -0.149
Ti1 -0.11 0.09 -0.03  -0.131
S1 0.04 -0.01 -2.42  -0.605
S2 0.04 0.17 2.35  -0.526
N1 -2.10 0.03 0.19  0.632
N2 -0.28 -1.90 -0.16  0.977
N3 0.27 2.19 -0.01  0.916
N4 2.10 -0.05 -0.05  1.226
C1 0.54 -2.87 -0.60  -0.052
C2 3.68 -0.72 -3.96  -0.683
C3 1.70 2.35 -0.40  -1.182
C4 2.65 -1.05 0.92  -1.146
C5 4.00 -0.46 -1.61  -0.778
C6 0.10 2.76 1.34  -0.233
C7 4.53 -0.67 -2.86  -1.040
C8 -4.24 0.74 -0.72  -0.236
C9 2.53 1.33 0.36  -1.131
C10 -0.05 4.70 2.78  -1.005
C11 -1.02 -4.59 -0.01  -0.465
C12 -5.38 2.65 0.15  -0.022
C13 0.21 -4.21 -0.56  -1.017
C14 -5.33 1.59 -0.75  -0.715
C15 -2.45 -1.20 0.45  -0.178
C16 -0.22 2.50 3.71  -0.719
C17 -0.23 3.87 3.88  -0.767
C18 -3.26 2.01 1.07  0.510
C19 2.63 -0.29 -1.41  -0.667
C20 1.78 -0.30 -2.52  1.559
C21 -0.04 1.92 2.45  1.381
C22 2.32 -0.53 -3.79  -0.883
C23 -3.20 0.95 0.18  -0.963
C24 -1.51 -2.27 0.27  0.446
C25 -0.58 2.92 -1.00  -0.969
C26 0.11 4.14 1.52  -0.834
C27 -1.89 -3.61 0.40  -1.076
C28 -4.35 2.86 1.05  -0.776
H1 -2.86 -3.84 0.81  0.501
H2 -0.36 4.29 4.87  0.434
H3 -0.42 3.99 -0.95  0.443
H4 2.04 3.36 -0.18  0.468
H5 1.65 -0.56 -4.63  0.486
H6 -1.28 -5.64 0.07  0.455
H7 1.87 -1.71 1.28  0.316
H8 0.90 -4.94 -0.94  0.488
H9 -0.34 2.58 -2.00  0.444
H10 0.25 4.81 0.68  0.359
H11 -3.47 -1.43 0.75  0.527
H12 -4.18 -0.08 -1.43  0.499
H13 2.37 1.45 1.43  0.772
H14 5.59 -0.79 -2.98  0.452
H15 4.08 -0.89 -4.95  0.419
H16 4.67 -0.43 -0.76  0.501
H17 -0.03 5.77 2.90  0.454
H18 -6.14 1.44 -1.45  0.452
H19 -1.63 2.72 -0.81  0.219
H20 -4.41 3.68 1.75  0.481
H21 3.43 -1.66 0.46  0.469
H22 -2.48 2.17 1.79  0.345
H23 3.59 1.48 0.14  0.512
H24 1.80 2.18 -1.47  0.703
H25 1.49 -2.56 -1.01  0.301
H26 3.07 -0.54 1.78  0.332
H27 -0.34 1.83 4.56  0.468

Expectation value of S² = 0.756
Spin multiplicity = 2
Kohn-Sham gap (spin up / spin down) = 6.252 / 6.169 eV
Charge = +1
Highest occupied orbital energy (spin up / spin down) = -0.384 / -0.388 Eh

No. 2
Computed, not measured: a molecular structure, C28H27BrN7O2PdS, with ωB97M-V/def2-TZVPD.

Each line ends with the Mulliken charge.
Cartesian coordinates (Å):
Pd1 1.09 0.73 0.46  0.735
Br1 1.88 2.00 -1.82  -0.128
S1 -0.86 -0.08 -1.15  -0.376
O1 -0.60 -0.55 3.10  -0.823
O2 1.71 0.15 2.29  -0.799
N1 -0.09 2.11 1.29  0.127
N2 -2.91 -1.58 -0.38  -0.091
N3 2.91 -1.31 0.92  -0.079
N4 -0.91 -2.67 -0.60  -0.274
N5 2.51 -0.54 -0.12  0.132
N6 -1.70 3.53 1.70  0.331
N7 -7.56 6.90 1.10  -0.447
C1 -1.04 -4.10 2.52  -0.537
C2 5.79 -1.65 -5.54  -0.553
C3 -1.28 -2.79 2.88  -0.470
C4 3.71 -2.15 -3.77  -0.315
C5 -4.97 4.67 0.38  -1.124
C6 -6.57 6.33 1.20  0.023
C7 -5.33 5.62 1.33  0.356
C8 -1.61 -1.54 -0.66  0.578
C9 2.11 -1.17 2.14  -0.348
C10 3.31 0.32 -3.55  -0.833
C11 -0.76 3.67 2.71  0.005
C12 0.95 -2.16 2.18  0.756
C13 0.23 2.78 2.44  -1.474
C14 1.16 -3.49 1.81  -0.394
C15 0.19 -4.46 1.97  -0.866
C16 -3.66 -2.79 -0.11  -1.023
C17 -3.77 3.99 0.50  -0.554
C18 -4.48 5.88 2.40  -1.091
C19 -3.28 5.20 2.52  -0.489
C20 5.06 -0.60 -5.02  -0.441
C21 2.87 0.43 -2.30  0.147
C22 3.17 -0.49 -1.22  -0.264
C23 -0.30 -1.81 2.71  0.138
C24 4.43 -3.20 -4.30  -0.646
C25 -2.93 4.25 1.57  2.018
C26 -1.25 2.57 0.87  -0.255
C27 4.03 -0.83 -4.10  0.397
C28 5.47 -2.96 -5.18  -0.410
H1 -5.62 4.48 -0.46  0.450
H2 0.40 -5.49 1.70  0.428
H3 -3.61 -3.47 -0.95  0.338
H4 1.12 2.57 2.99  0.581
H5 6.03 -3.78 -5.60  0.390
H6 0.08 -2.62 -0.76  0.050
H7 4.17 -4.22 -4.05  0.395
H8 -2.64 5.41 3.36  0.309
H9 2.80 -1.43 2.95  0.393
H10 -1.76 2.22 -0.01  0.105
H11 2.13 -3.77 1.41  0.418
H12 2.87 -2.35 -3.12  0.632
H13 -3.29 -3.28 0.79  0.252
H14 4.04 -1.13 -1.34  0.636
H15 -3.52 3.26 -0.26  0.323
H16 3.13 1.15 -4.23  0.440
H17 -1.29 -3.51 -0.18  0.265
H18 -1.80 -4.85 2.69  0.430
H19 -4.76 6.62 3.14  0.455
H20 0.19 0.00 2.90  0.502
H21 -0.87 4.37 3.52  0.387
H22 -4.70 -2.51 0.06  0.369
H23 6.59 -1.46 -6.24  0.389
H24 5.30 0.42 -5.30  0.421
H25 3.86 -1.63 0.93  0.294
H26 -3.38 -0.69 -0.41  0.213
H27 -2.22 -2.49 3.33  0.495

Kohn-Sham gap = 7.567 eV
Charge = +1
Highest occupied orbital energy = -0.397 Eh

No. 3
Computed, not measured: a molecular structure, C28H27CdN9PS, with ωB97M-V/def2-TZVPD.

Each line ends with the Mulliken charge.
Cartesian coordinates (Å):
Cd1 -0.23 -0.04 1.66  2.333
S1 -1.10 -0.01 4.12  -0.587
P1 -0.43 0.56 -1.11  0.430
N1 0.79 1.71 2.74  1.040
N2 1.41 -5.27 2.81  -0.415
N3 2.22 0.07 1.14  0.094
N4 0.03 2.43 3.58  -1.382
N5 -1.85 2.44 4.83  -0.405
N6 -2.08 0.97 -1.18  0.094
N7 -2.64 0.07 0.89  0.289
N8 -0.14 -5.10 1.11  -0.592
N9 -0.16 -2.36 1.36  -0.044
C1 0.09 2.51 -3.07  -0.735
C2 -3.03 0.72 -0.20  0.269
C3 -0.94 1.73 4.13  0.655
C4 -1.11 -2.21 -4.07  -0.708
C5 1.74 4.01 -1.41  -0.547
C6 1.23 -1.67 -4.09  -0.702
C7 -1.31 -1.31 -3.02  -0.377
C8 0.61 -4.50 2.02  0.456
C9 2.91 -0.70 0.30  -0.332
C10 -0.24 -0.58 -2.52  0.287
C11 -0.92 -2.96 0.44  -0.555
C12 -4.91 0.09 1.67  -0.938
C13 1.17 2.84 -0.94  0.084
C14 -5.30 0.80 0.54  -0.359
C15 1.48 4.43 -2.70  -0.552
C16 -0.89 -4.33 0.33  -0.519
C17 0.15 -2.39 -4.60  -0.558
C18 2.02 1.99 2.58  -0.766
C19 0.65 3.68 -3.53  -0.700
C20 0.59 -3.09 2.15  -0.369
C21 2.82 1.14 1.67  0.501
C22 1.04 -0.77 -3.05  -0.516
C23 4.84 0.66 0.50  -0.391
C24 -3.59 -0.24 1.80  -0.381
C25 0.34 2.08 -1.76  0.388
C26 -4.35 1.12 -0.41  -0.869
C27 4.13 1.46 1.38  -0.889
C28 4.22 -0.45 -0.05  -0.833
H1 -1.54 -2.34 -0.19  0.426
H2 2.22 -1.81 -4.51  0.441
H3 0.45 4.01 -4.54  0.421
H4 1.89 -4.88 3.60  0.210
H5 -5.62 -0.18 2.44  0.430
H6 -2.30 -1.18 -2.61  0.394
H7 -1.51 -4.84 -0.41  0.385
H8 0.30 -3.08 -5.42  0.409
H9 -0.53 1.91 -3.73  0.378
H10 2.38 4.60 -0.76  0.442
H11 -1.69 3.42 4.96  0.251
H12 1.34 2.52 0.08  0.168
H13 2.38 -1.56 -0.10  0.522
H14 -6.33 1.11 0.40  0.418
H15 1.30 -6.27 2.75  0.251
H16 -4.62 1.65 -1.32  0.407
H17 -3.23 -0.77 2.68  0.422
H18 5.87 0.89 0.25  0.441
H19 1.19 -2.59 2.91  0.211
H20 -1.95 -2.76 -4.46  0.437
H21 4.59 2.34 1.83  0.459
H22 2.49 2.80 3.13  0.386
H23 1.92 5.35 -3.07  0.396
H24 1.88 -0.20 -2.67  0.473
H25 -2.47 1.95 5.45  0.212
H26 -2.41 1.50 -1.98  0.264
H27 4.74 -1.10 -0.74  0.448

Kohn-Sham gap = 7.668 eV
Charge = +1
Highest occupied orbital energy = -0.381 Eh

No. 4
Computed, not measured: a molecular structure, C28H27IN4O3RuS, with ωB97M-V/def2-TZVPD.

Each line ends with the Mulliken charge.
Cartesian coordinates (Å):
I1 2.88 -2.60 -0.47  0.180
Ru1 0.75 -1.06 0.16  0.396
S1 0.09 -4.19 1.23  0.336
O1 -1.19 -0.66 -1.25  -0.604
O2 -0.32 -2.73 1.08  -0.318
O3 1.25 4.16 -1.86  -0.492
N1 -1.61 0.38 1.39  -0.942
N2 1.68 0.34 -0.99  0.151
N3 -0.36 0.29 1.46  1.231
N4 -2.65 1.92 -3.35  -0.519
C1 -1.69 2.82 -3.40  -1.241
C2 -1.30 -5.10 0.48  -0.963
C3 -0.33 1.47 -1.95  0.738
C4 -2.54 0.78 -2.71  0.550
C5 3.76 1.66 -1.05  -0.268
C6 -3.02 -2.19 -0.85  -0.320
C7 3.86 -0.69 -0.72  -0.022
C8 -0.49 2.65 -2.74  0.511
C9 0.64 3.63 -3.01  -0.831
C10 -4.40 -1.91 1.10  -0.818
C11 -4.10 -2.59 -0.08  -0.884
C12 0.43 3.01 3.82  -0.711
C13 -2.44 -0.53 0.82  0.512
C14 2.45 1.83 3.21  -0.963
C15 -0.30 2.21 2.97  -0.287
C16 5.24 -0.66 -0.67  -0.658
C17 0.34 1.20 2.23  0.450
C18 5.14 1.72 -0.97  -1.007
C19 5.89 0.56 -0.78  -0.622
C20 -3.69 -0.14 -2.91  -1.200
C21 -3.58 -0.91 1.55  -0.657
C22 -0.29 -4.56 2.97  -1.073
C23 -2.22 -1.14 -0.44  0.702
C24 1.80 2.82 3.95  -0.519
C25 -1.37 0.52 -1.96  -0.072
C26 3.07 0.45 -0.90  0.991
C27 0.93 1.40 -1.24  -0.568
C28 1.73 1.02 2.37  0.019
H1 -3.76 -0.41 2.49  0.531
H2 6.96 0.61 -0.73  0.438
H3 3.22 2.58 -1.23  0.537
H4 5.63 2.68 -1.06  0.467
H5 1.42 3.10 -3.57  0.282
H6 0.25 4.42 -3.65  0.535
H7 -0.25 -5.64 3.09  0.443
H8 -4.73 -3.39 -0.42  0.543
H9 -4.28 -0.26 -2.01  0.237
H10 3.51 1.69 3.32  0.456
H11 -1.90 3.69 -4.00  0.387
H12 -2.24 -4.79 0.92  0.279
H13 -1.37 2.33 2.86  0.471
H14 -1.12 -6.15 0.64  0.497
H15 -1.31 -4.89 -0.59  0.279
H16 0.48 -4.10 3.59  0.354
H17 -2.81 -2.69 -1.78  0.726
H18 -3.37 -1.12 -3.26  0.375
H19 1.34 2.38 -1.03  0.777
H20 2.21 0.20 1.82  0.335
H21 0.81 4.98 -1.60  0.302
H22 -5.28 -2.18 1.67  0.481
H23 -4.33 0.30 -3.68  0.437
H24 -1.26 -4.17 3.24  0.330
H25 2.37 3.43 4.64  0.438
H26 5.81 -1.57 -0.55  0.428
H27 -0.06 3.77 4.39  0.429

Kohn-Sham gap (spin up / spin down) = 6.932 / 6.932 eV
Charge = +2
Highest occupied orbital energy (spin up / spin down) = -0.512 / -0.512 Eh

No. 5
Computed, not measured: a molecular structure, C28H27IrN6O6, with ωB97M-V/def2-TZVPD.

Each line ends with the Mulliken charge.
Cartesian coordinates (Å):
Ir1 -0.15 -0.32 0.01  3.399
O1 0.37 -1.19 -1.95  -1.202
O2 -2.33 0.62 -0.14  -0.757
O3 -5.66 6.93 -0.05  -0.609
O4 -0.51 -0.64 2.12  -1.250
O5 -0.69 2.05 -0.34  -0.896
O6 -6.15 6.05 1.85  -0.605
N1 2.24 1.60 0.52  0.371
N2 2.13 -0.65 0.27  -0.523
N3 4.21 0.38 0.68  0.142
N4 -1.02 -2.90 -1.37  -0.988
N5 -0.91 -2.46 -0.12  0.201
N6 -5.54 6.07 0.80  0.966
C1 2.76 -1.94 0.09  -0.908
C2 2.87 0.41 0.46  0.690
C3 -1.41 -3.38 -4.24  -0.212
C4 4.94 -0.85 0.47  -0.599
C5 4.17 2.67 1.46  -0.730
C6 4.07 -2.04 0.86  -0.784
C7 2.87 2.88 0.69  -0.586
C8 -1.13 -3.27 0.88  -0.609
C9 -0.65 -2.35 -3.72  0.417
C10 -3.87 5.00 -0.64  -0.449
C11 -1.10 -2.57 5.06  -0.388
C12 -1.06 -2.52 -6.46  -0.378
C13 -0.42 -2.13 -2.28  0.387
C14 -4.62 4.99 0.54  0.035
C15 -0.28 -1.49 -5.94  -0.666
C16 -2.99 3.96 -0.88  -0.416
C17 -0.83 -1.53 4.23  -0.576
C18 -2.87 2.92 0.04  0.242
C19 -1.61 -3.46 -5.61  -0.599
C20 -1.10 -2.97 2.27  0.820
C21 -0.08 -1.41 -4.58  -0.455
C22 -1.36 -4.02 3.17  -0.930
C23 4.97 1.60 0.73  -0.611
C24 -1.91 1.79 -0.18  0.745
C25 -3.63 2.92 1.20  -0.457
C26 -1.38 -3.84 4.53  -0.693
C27 -4.50 3.96 1.46  -0.488
C28 -0.80 -1.66 2.81  0.490
H1 0.15 -0.75 -6.60  0.393
H2 5.25 -0.95 -0.59  0.263
H3 -2.20 -4.26 -6.03  0.390
H4 3.94 2.32 2.46  0.298
H5 1.25 1.59 0.27  -0.311
H6 4.74 3.60 1.52  0.383
H7 -1.57 -5.00 2.76  0.345
H8 -1.24 -2.57 -7.52  0.386
H9 3.07 3.35 -0.28  0.312
H10 0.50 -0.61 -4.15  0.396
H11 2.06 -2.71 0.44  0.338
H12 -1.12 -2.43 6.13  0.382
H13 5.22 1.95 -0.29  0.260
H14 4.58 -2.97 0.63  0.396
H15 -4.00 5.81 -1.33  0.474
H16 -3.53 2.09 1.89  0.507
H17 3.87 -2.00 1.93  0.309
H18 5.85 -0.82 1.09  0.385
H19 5.91 1.40 1.25  0.369
H20 -2.40 3.95 -1.78  0.434
H21 -1.33 -4.32 0.64  0.356
H22 2.19 3.53 1.25  0.395
H23 -0.64 -0.54 4.62  0.428
H24 -5.09 3.99 2.37  0.470
H25 2.94 -2.11 -0.98  0.257
H26 -1.86 -4.10 -3.58  0.455
H27 -1.60 -4.67 5.18  0.390

Kohn-Sham gap = 6.167 eV
Energy relative to the best compared isomer or geometry (same formula, charge and spin) = 372.5 kJ/mol
Charge = 0
Highest occupied orbital energy = -0.268 Eh

No. 6
Computed, not measured: a molecular structure, C28H27LaN3SSi, with ωB97M-V/def2-TZVPD.

Each line ends with the Mulliken charge.
Cartesian coordinates (Å):
La1 0.68 1.25 1.55  1.361
S1 1.75 4.02 -2.46  -0.090
Si1 -1.02 -1.88 -2.89  0.382
N1 1.58 3.16 2.52  -0.654
N2 1.31 2.61 -0.34  -0.300
N3 2.50 5.13 2.12  0.013
C1 2.95 5.26 5.83  -0.461
C2 -0.69 -0.71 2.98  -0.816
C3 -0.90 -0.32 -1.81  -0.325
C4 1.23 2.58 -1.71  -0.195
C5 -3.45 -1.47 -4.30  -0.241
C6 -3.62 -2.57 -2.13  0.021
C7 0.73 -6.20 -2.80  -0.441
C8 -4.85 -1.46 -4.40  -0.514
C9 2.48 4.98 3.52  0.377
C10 -0.56 -5.98 -3.30  -0.529
C11 1.52 -1.14 2.45  -0.979
C12 -5.63 -2.02 -3.38  -0.419
C13 1.04 -3.80 -2.55  -0.624
C14 2.11 4.72 -0.91  -0.443
C15 -0.28 -3.59 -2.98  0.624
C16 2.36 4.00 6.09  -0.688
C17 1.49 -0.28 3.60  -0.440
C18 1.54 -5.11 -2.46  -0.510
C19 1.90 3.75 3.76  0.829
C20 1.96 4.05 1.54  0.148
C21 -1.04 -4.68 -3.45  -0.369
C22 1.82 3.85 0.11  0.249
C23 1.81 3.23 5.06  -0.208
C24 -5.02 -2.57 -2.25  -0.674
C25 0.13 -0.02 3.92  -0.401
C26 -2.84 -2.00 -3.15  -0.076
C27 0.17 -1.40 2.07  -0.338
C28 3.02 5.76 4.52  -0.941
H1 -1.37 -0.10 -0.82  0.380
H2 -2.84 -1.07 -5.11  0.369
H3 1.66 -2.95 -2.26  0.283
H4 0.07 0.18 -1.85  -0.197
H5 2.56 -5.27 -2.12  0.366
H6 2.87 5.94 1.62  0.243
H7 -0.15 -2.09 1.29  0.620
H8 -1.78 -0.77 3.01  0.478
H9 2.41 -1.57 2.00  0.544
H10 -5.62 -3.00 -1.45  0.385
H11 -6.72 -2.04 -3.47  0.383
H12 -0.23 0.53 4.79  0.462
H13 0.89 1.72 -2.27  0.580
H14 2.51 5.71 -0.76  0.356
H15 -3.15 -3.02 -1.26  0.389
H16 3.46 6.72 4.26  0.371
H17 -1.67 0.15 -2.47  0.500
H18 -5.32 -1.03 -5.28  0.385
H19 -2.03 -4.52 -3.89  0.341
H20 2.36 0.06 4.16  0.518
H21 3.36 5.84 6.66  0.379
H22 -0.76 -1.53 -1.43  -0.431
H23 -0.26 -0.92 -3.81  -0.286
H24 2.34 3.64 7.12  0.394
H25 1.10 -7.21 -2.67  0.371
H26 -1.19 -6.83 -3.57  0.381
H27 1.34 2.26 5.20  0.109

Kohn-Sham gap (spin up / spin down) = 4.168 / 4.216 eV
Energy relative to the best compared isomer or geometry (same formula, charge and spin) = 290.2 kJ/mol
Charge = +1
Highest occupied orbital energy (spin up / spin down) = -0.289 / -0.289 Eh

No. 7
Computed, not measured: a molecular structure, C28H27N3O3PSSn, with ωB97M-V/def2-TZVPD.

Each line ends with the Mulliken charge.
Cartesian coordinates (Å):
Sn1 0.77 -0.58 0.34  1.128
S1 0.05 -2.07 2.30  -0.256
P1 -1.40 0.86 -1.15  0.779
O1 2.99 -0.55 0.67  -0.719
O2 3.78 -1.00 -3.24  -0.466
O3 2.16 -1.47 -1.14  -0.832
N1 -0.64 -2.06 -0.94  -0.176
N2 -0.86 -1.19 4.68  -0.037
N3 1.31 -1.35 4.61  -0.103
C1 -1.33 1.82 1.43  -0.169
C2 -2.54 -2.80 -2.35  -0.463
C3 -2.36 3.43 -1.35  -0.315
C4 -1.17 3.80 -3.87  -0.736
C5 -3.16 0.30 0.94  -0.530
C6 -3.63 0.47 2.24  -0.803
C7 -1.57 2.42 -1.94  0.439
C8 -2.22 -0.44 -2.02  0.333
C9 4.81 -1.14 -2.38  0.991
C10 6.90 -1.37 -0.53  -0.753
C11 6.13 -1.18 -2.81  -0.766
C12 -2.95 1.29 3.13  -0.657
C13 -2.03 1.00 0.53  0.534
C14 7.16 -1.28 -1.90  -0.570
C15 3.19 -1.08 -0.47  1.088
C16 5.61 -1.31 -0.09  -0.404
C17 -3.96 -1.20 -3.48  -0.800
C18 -3.60 -2.51 -3.21  -0.613
C19 -1.98 4.78 -3.31  -0.419
C20 4.54 -1.19 -1.00  0.219
C21 0.19 -1.48 3.94  0.322
C22 -3.26 -0.15 -2.91  -0.568
C23 1.07 -0.94 6.01  -0.501
C24 -0.96 2.62 -3.19  -0.319
C25 -1.80 1.97 2.72  -0.865
C26 -1.82 -1.77 -1.76  0.040
C27 -0.47 -0.82 6.06  -0.474
C28 -2.58 4.59 -2.06  -0.764
H1 -2.13 5.72 -3.84  0.441
H2 2.22 -1.62 4.26  0.218
H3 -0.46 2.38 1.09  0.624
H4 -3.70 -0.33 0.25  0.497
H5 0.14 -2.26 -1.57  0.440
H6 -0.92 -1.49 6.78  0.362
H7 -1.81 -1.34 4.40  0.262
H8 -0.80 0.19 6.27  0.282
H9 -4.12 -3.32 -3.69  0.450
H10 -2.26 -3.83 -2.17  0.479
H11 4.09 -1.02 -4.15  0.333
H12 8.18 -1.28 -2.26  0.425
H13 7.72 -1.46 0.17  0.428
H14 -0.80 -2.92 -0.42  0.349
H15 -2.83 3.28 -0.39  0.384
H16 -4.54 -0.02 2.55  0.479
H17 5.39 -1.37 0.97  0.381
H18 -3.54 0.88 -3.11  0.507
H19 -0.32 1.85 -3.61  0.440
H20 1.57 0.00 6.22  0.315
H21 -3.22 5.36 -1.65  0.457
H22 -0.69 3.97 -4.83  0.444
H23 6.33 -1.12 -3.87  0.337
H24 -3.31 1.42 4.14  0.536
H25 -4.78 -0.99 -4.14  0.473
H26 1.46 -1.70 6.69  0.333
H27 -1.28 2.63 3.41  0.532

Kohn-Sham gap (spin up / spin down) = 3.483 / 3.485 eV
Charge = +3
Highest occupied orbital energy (spin up / spin down) = -0.563 / -0.562 Eh

Question: Which of these has the highest charge?
Answer: C28H27N3O3PSSn